Version 1
One molecule with the formula C4H3NO3. Source: the OMol25 dataset; level of theory: ωB97M-V/def2-TZVPD.

The structure (SMILES) is N#CC(O)(C=O)C=O. For the lowest unoccupied orbital energy, the calculation gives -1.32 eV. The HOMO-LUMO gap comes out at 9.6 eV.

The geometry in ORCA input format:
```
! RIJCOSX wB97M-V def2-TZVPD def2/J DEFGRID3
* xyz 0 1
O 2.068 -0.690 0.627
O 0.286 2.397 0.396
O -0.092 -0.348 1.435
N -2.016 -1.612 -0.931
C 1.160 -0.727 -0.330
C -0.607 1.618 -0.245
C -1.189 -0.938 -0.522
C -0.184 -0.093 0.038
H 0.723 -0.435 1.836
H -1.669 1.971 -0.962
H 1.519 -1.144 -1.342
*
```

=====

Version 2
C4H3NO3 as an isolated structure. Source: the OMol25 dataset; level of theory: ωB97M-V/def2-TZVPD.

For the lowest unoccupied orbital energy, the calculation gives 0.33 eV. The HOMO-LUMO gap comes out at 9.9 eV.

The geometry in ORCA input format:
```
! RIJCOSX wB97M-V def2-TZVPD def2/J DEFGRID3
* xyz 0 1
O -0.192 1.635 1.414
O 0.570 1.674 -1.352
O 0.022 -1.810 -0.620
N -0.714 -0.595 1.320
C -0.182 0.612 0.814
C 0.272 0.521 -0.681
C -0.499 -1.580 0.574
C 0.595 -0.666 -1.248
H 0.580 2.364 -0.352
H 0.863 -1.040 -2.282
H -0.760 -2.468 1.098
*
```

=====

Version 3
C4H3NO3 as an isolated structure. Source: the OMol25 dataset; level of theory: ωB97M-V/def2-TZVPD.

For the lowest unoccupied orbital energy, the calculation gives -1.32 eV. The HOMO-LUMO gap comes out at 8.7 eV.

The geometry in ORCA input format:
```
! RIJCOSX wB97M-V def2-TZVPD def2/J DEFGRID3
* xyz 0 1
O 0.404 -2.277 1.758
O 0.014 2.592 -1.575
O 0.918 -0.832 0.016
N -1.113 -0.599 1.057
C 0.154 -1.335 0.974
C 0.592 1.308 -1.442
C -1.215 0.291 0.037
C 0.195 0.400 -0.526
H -1.092 2.047 -1.553
H -1.956 0.861 -0.177
H 1.798 1.435 -1.516
*
```

=====

Stability check: which of them is least stable? version 1.

=====

Version 1
C4H10N4 as an isolated structure. Source: the OMol25 dataset; level of theory: ωB97M-V/def2-TZVPD.

For the lowest unoccupied orbital energy, the calculation gives -0.41 eV. The HOMO-LUMO gap comes out at 8.7 eV.

The geometry in ORCA input format:
```
! RIJCOSX wB97M-V def2-TZVPD def2/J DEFGRID3
* xyz 0 1
N -0.539 -0.527 0.318
N 1.714 1.365 -0.408
N -2.841 -0.580 -0.064
N 1.257 -2.174 -0.335
C -1.771 -1.273 -0.004
C -2.569 0.950 -0.171
C 1.869 0.106 0.352
C 0.703 -1.048 0.034
H -0.538 0.427 -0.048
H 1.922 2.016 0.698
H 3.021 1.318 -1.209
H -1.661 1.428 0.613
H 1.748 0.215 1.437
H -1.700 -2.315 -0.341
H -3.686 1.316 0.406
H 2.854 -0.280 0.175
H 2.440 -1.972 -0.142
H -2.224 1.029 -1.311
*
```

=====

Version 2
C4H10N4 as an isolated structure. Source: the OMol25 dataset; level of theory: ωB97M-V/def2-TZVPD.

For the lowest unoccupied orbital energy, the calculation gives 0.51 eV. The HOMO-LUMO gap comes out at 9.1 eV.

The geometry in ORCA input format:
```
! RIJCOSX wB97M-V def2-TZVPD def2/J DEFGRID3
* xyz 0 1
N -1.283 -0.004 -0.192
N -2.245 -1.047 -0.331
N 0.390 -1.745 0.020
N 3.044 -0.476 0.332
C 1.040 0.614 -0.364
C -1.795 1.165 0.478
C 2.286 0.520 -0.263
C 0.082 -0.499 -0.194
H -2.574 -1.362 0.696
H -2.258 2.156 -0.647
H -2.771 0.775 1.337
H -3.179 -0.810 -0.719
H 2.806 -1.502 0.162
H 2.894 1.308 -0.944
H -0.735 1.686 1.085
H -0.594 -2.098 0.038
H 4.043 -0.258 0.626
H 0.850 1.576 -1.119
*
```

=====

Version 3
One molecule with the formula C4H10N4. Source: the OMol25 dataset; level of theory: ωB97M-V/def2-TZVPD.

The structure (SMILES) is C/C(C/N=C\N)=N\N. For the lowest unoccupied orbital energy, the calculation gives 0.88 eV. The HOMO-LUMO gap comes out at 9.6 eV.

The geometry in ORCA input format:
```
! RIJCOSX wB97M-V def2-TZVPD def2/J DEFGRID3
* xyz 0 1
N 1.423 -0.162 -1.341
N -2.042 0.304 1.061
N -0.991 -0.294 0.454
N -0.513 -1.433 -2.048
C 0.577 1.385 1.443
C 0.414 -0.422 -2.108
C 1.339 -0.670 0.032
C 0.230 0.121 0.700
H 0.169 1.341 2.457
H 0.434 0.024 -3.117
H 1.662 1.500 1.517
H 2.288 -0.495 0.548
H -1.317 -1.313 -2.653
H 1.133 -1.748 0.064
H -2.207 -0.082 1.993
H 0.168 2.253 0.921
H -1.943 1.313 1.168
H -0.825 -1.621 -1.091
*
```

=====

Stability check: which of them is least stable? version 1.

=====

Version 1
One molecule with the formula C4H10N4. Source: the OMol25 dataset; level of theory: ωB97M-V/def2-TZVPD.

The structure (SMILES) is C=NN=C(CN)CN. For the lowest unoccupied orbital energy, the calculation gives 0.39 eV. The HOMO-LUMO gap comes out at 9.5 eV.

The geometry in ORCA input format:
```
! RIJCOSX wB97M-V def2-TZVPD def2/J DEFGRID3
* xyz 0 1
N -0.419 -0.928 -0.223
N -0.790 2.021 -0.521
N -1.609 -0.616 0.369
N 2.776 -0.593 0.414
C -0.003 1.298 0.528
C 0.436 -0.128 -0.039
C 1.758 -0.483 -0.612
C -2.516 -1.433 -0.057
H 0.757 2.207 0.438
H 1.718 -1.427 -1.081
H 3.580 -1.019 -0.019
H 2.234 -1.206 1.315
H -0.664 1.277 1.487
H 1.916 0.267 -1.493
H -2.619 -2.504 -0.354
H -1.256 2.898 0.227
H -3.657 -1.072 0.227
H -1.641 1.440 -0.605
*
```

=====

Version 2
C4H10N4 as an isolated structure. Source: the OMol25 dataset; level of theory: ωB97M-V/def2-TZVPD.

For the lowest unoccupied orbital energy, the calculation gives 0.36 eV. The HOMO-LUMO gap comes out at 7.9 eV.

The geometry in ORCA input format:
```
! RIJCOSX wB97M-V def2-TZVPD def2/J DEFGRID3
* xyz 0 1
N -2.206 0.365 0.645
N 2.019 -0.920 0.778
N -1.536 1.202 -1.274
N 0.382 0.707 1.895
C 0.679 -0.229 0.866
C 0.019 -0.272 -0.238
C 0.660 -1.000 -1.421
C -1.310 0.498 -0.230
H 2.536 -0.570 1.651
H 0.995 0.827 3.006
H -0.333 -2.090 -1.206
H 2.466 -0.805 -0.456
H 1.828 -0.979 -1.476
H 0.124 -0.298 -2.332
H -2.147 -0.286 1.533
H -0.868 1.529 -1.921
H -2.723 1.459 -1.680
H -0.587 0.862 1.859
*
```

=====

Version 3
One molecule with the formula C4H10N4. Source: the OMol25 dataset; level of theory: ωB97M-V/def2-TZVPD.

The structure (SMILES) is [H]/N=C(/N)C(C)=C(N)N. For the lowest unoccupied orbital energy, the calculation gives 0.75 eV. The HOMO-LUMO gap comes out at 8.4 eV.

The geometry in ORCA input format:
```
! RIJCOSX wB97M-V def2-TZVPD def2/J DEFGRID3
* xyz 0 1
N 1.912 1.051 0.998
N -1.815 0.716 -0.531
N 0.800 1.734 -0.898
N -1.742 -1.655 -0.491
C 0.937 -1.655 0.812
C 0.201 -0.445 0.259
C -1.099 -0.431 -0.280
C 0.904 0.885 0.001
H -1.176 1.520 -0.022
H -2.811 -1.500 -0.502
H 2.036 -1.293 0.722
H -2.038 0.972 -1.694
H -1.407 -2.473 -0.035
H 2.432 1.944 0.985
H 0.655 -2.683 0.153
H 0.610 -1.924 1.924
H 1.600 0.876 1.929
H 0.361 1.511 -1.758
*
```

=====

Stability check: which of them is least stable? version 2.

=====

Version 1
A 2-piece molecular cluster, C3H4P2 overall. Source: the OMol25 dataset; level of theory: ωB97M-V/def2-TZVPD.

For the lowest unoccupied orbital energy (alpha / beta), the calculation gives -0.58 / -0.60 eV. The HOMO-LUMO gap (alpha / beta) comes out at 7.2 / 6.9 eV.

The geometry in ORCA input format:
```
! RIJCOSX wB97M-V def2-TZVPD def2/J DEFGRID3
* xyz 0 1
P -1.496 1.056 -0.256
P -1.183 -1.093 0.443
C 0.087 -0.060 -0.099
C 0.147 1.233 0.404
C 0.193 -1.338 -0.794
H 0.941 -1.838 -0.327
H 0.682 1.248 2.327
H 0.663 2.153 0.192
H -0.034 -1.362 -1.889
*
```

=====

Version 2
One molecule with the formula C3H4P2. Source: the OMol25 dataset; level of theory: ωB97M-V/def2-TZVPD.

The structure (SMILES) is C=C1P2#P1C2. For the lowest unoccupied orbital energy, the calculation gives 0.53 eV. The HOMO-LUMO gap comes out at 9.4 eV.

The geometry in ORCA input format:
```
! RIJCOSX wB97M-V def2-TZVPD def2/J DEFGRID3
* xyz 0 1
P 0.858 0.292 1.099
P 1.594 -0.689 -0.684
C -1.495 -1.112 0.351
C 1.115 1.086 -0.437
C -0.215 -0.764 0.186
H 1.937 1.824 -0.192
H 0.400 1.611 -1.157
H -2.168 -1.666 -0.275
H -2.026 -0.582 1.108
*
```

=====

Stability check: which of them is least stable? version 1.